Record 1
Formula: C10H23AlF2NO11PS2
Source: the OMol25 dataset
Level of theory: the ωB97M-V functional and the def2-TZVPD basis

XYZ file:
```
51
Properties=species:S:1:pos:R:3
Al 1.20342 -0.45098 -2.27910
N 3.03694 -1.17728 -4.25447
S 4.40359 -0.77434 -4.74515
O 4.51605 0.24090 -5.78743
O 5.51855 -1.61676 -4.38468
F 4.51733 0.17100 -3.50514
S 3.03831 -2.44084 -5.40255
O 3.88795 -3.61013 -5.22774
O 2.57741 -2.14461 -6.74489
F 1.65649 -2.99487 -4.75635
C 1.80943 -3.45664 2.10094
C 1.20647 -2.34795 2.93466
O -0.23408 -2.10662 2.76793
P -0.66087 -0.88885 1.78611
O 0.02258 -0.84123 0.43972
O -2.29258 -0.96354 1.72265
C -2.89535 -1.78853 0.75842
C -2.53027 -3.28395 0.83924
O -0.29026 0.46347 2.65936
C -1.03096 0.75219 3.81436
C -1.60148 2.08988 3.64286
H 2.87754 -3.25127 2.02996
H 1.58558 -4.46571 2.44703
H 1.27378 -3.32737 1.16048
H 1.44201 -2.56225 3.97711
H 1.80156 -1.44374 2.80673
H -3.94623 -1.72657 1.04114
H -2.70809 -1.41809 -0.24944
H -3.23640 -3.86116 0.24232
H -1.49909 -3.47800 0.54409
H -2.59309 -3.73658 1.82882
H -1.77325 0.03319 4.16094
H -0.27197 0.76436 4.59660
H -2.43254 2.00789 2.94235
H -1.90847 2.53262 4.59040
H -1.07460 2.92470 3.18072
C -2.26575 4.08784 -2.63685
C -2.62752 3.05922 -1.50621
O -1.68995 3.43890 -0.47776
C -0.43060 2.87652 -0.35782
O 0.07998 2.01426 -1.11805
O 0.12813 3.38441 0.74811
C 1.32915 2.81401 1.25142
H -2.56998 5.07898 -2.30040
H -3.00320 3.93460 -3.42475
H -1.24153 4.13449 -3.00684
H -2.60498 2.04682 -1.90950
H -3.61214 3.25341 -1.08087
H 1.21654 1.86543 1.77640
H 1.84601 3.50144 1.92106
H 2.05040 2.68734 0.44404
```

Properties
- Total charge: +3
- 2S+1: 2
- Total energy: -2855.61882 a.u.
- HOMO level (alpha / beta): -0.702 / -0.693 Eh
- Expectation value of S²: 1.72

Record 2
Formula: C10H23AlF9NPS
Source: the OMol25 dataset
Level of theory: the ωB97M-V functional and the def2-TZVPD basis

XYZ file:
```
46
Properties=species:S:1:pos:R:3
N 1.61342 -3.33653 4.00323
P 0.94823 -2.62535 2.71958
Al 1.42095 -0.27373 2.60347
C 0.00645 0.77179 1.57187
C -1.46154 0.31983 1.64941
C -2.04030 0.43223 3.04345
F -1.52095 -0.46285 3.92862
F -1.79749 1.68532 3.55568
C -3.59954 0.33601 3.19169
F -4.15917 1.30746 2.45392
F -3.92858 0.55362 4.46612
S -4.47162 -1.27950 2.67840
F -5.87813 -0.51366 2.72781
F -4.29483 -0.87548 1.13880
F -3.11769 -2.10689 2.61925
F -4.67287 -1.74524 4.18388
F -5.25420 -2.58244 2.20662
H 2.07896 -2.61963 4.55321
H -0.44359 -2.91284 2.66466
H 1.31755 -3.29579 1.52030
H 2.88285 -0.13380 1.92547
H 1.46219 0.23108 4.13597
H 0.08446 1.82900 1.86322
H 0.28610 0.73651 0.50865
H -1.54960 -0.71518 1.31391
H -2.11251 0.92964 1.00620
C 2.60837 1.99716 -5.40960
C 2.29637 0.58249 -4.93130
C 1.00838 0.48416 -4.11556
C 1.00002 1.31070 -2.82820
C 2.13618 0.99633 -1.85600
C 2.13448 -0.44393 -1.35760
H 2.76196 2.67891 -4.57208
H 3.51420 2.01556 -6.01817
H 1.78940 2.39165 -6.01587
H 3.13670 0.20367 -4.34380
H 2.21125 -0.07800 -5.79905
H 0.82271 -0.56576 -3.87440
H 0.16787 0.80320 -4.74178
H 0.04598 1.14442 -2.31767
H 1.02454 2.37620 -3.07665
H 2.04930 1.66463 -0.99555
H 3.10144 1.22450 -2.31888
H 1.18759 -0.67898 -0.86773
H 2.92395 -0.60071 -0.62353
H 2.28076 -1.15979 -2.16995
```

Properties
- Total charge: -1
- Total energy: -2330.32095 a.u.
- HOMO level: -0.162 Eh

Record 3
Formula: C10H23CrN9O6
Source: the OMol25 dataset
Level of theory: the ωB97M-V functional and the def2-TZVPD basis

XYZ file:
```
49
Properties=species:S:1:pos:R:3
O -2.71278 1.06071 -2.58174
H -3.57368 1.12288 -3.02079
Cr -0.71065 -0.10495 -0.12072
N -0.93751 2.07853 -0.24452
N 0.87633 0.60567 -1.41902
N -1.47665 -1.15290 1.61459
N 0.54291 -1.79174 0.17913
O -1.63024 2.79362 0.52005
O -2.40263 -0.67509 2.37922
O 1.71951 -2.01838 -0.40453
O 1.91191 -0.01676 -1.88164
C 0.69492 1.84581 -1.92100
C -0.35596 2.61162 -1.35642
C -0.93581 -2.35644 1.89783
C 0.21070 -2.69218 1.11400
C -0.85199 3.91260 -1.86735
H -1.83941 3.77618 -2.33335
H -0.16994 4.30632 -2.62361
H -0.94942 4.62996 -1.04359
C 1.63730 2.26112 -2.98182
H 1.51461 1.61246 -3.86008
H 2.66343 2.14417 -2.61006
H 1.46991 3.30143 -3.27061
C -1.47168 -3.24685 2.97480
C 1.07759 -3.87201 1.37893
H -2.49125 -2.95254 3.25479
H -0.83357 -3.21834 3.87403
H -1.48542 -4.29484 2.63527
H 1.98664 -3.77239 0.77573
H 0.56039 -4.80491 1.11258
H 1.34270 -3.91401 2.44518
H -2.88035 0.24098 1.06839
H 1.86405 -1.14067 -0.98885
C -1.48810 -0.93009 -2.08767
H -1.55241 -0.27973 -2.94314
H -2.44232 -1.42895 -1.89911
H -0.70452 -1.69155 -2.24774
O -2.81642 0.33510 0.06218
H -2.88331 0.97636 -1.61960
H -3.25953 -0.47855 -0.25411
N 4.27134 0.77277 1.88612
N 2.89898 0.68591 1.94067
N 2.18913 1.31699 2.89524
C 0.93953 1.18909 2.39302
N 0.93509 0.57037 1.22434
N 2.22209 0.27900 0.90097
H 4.63728 0.00206 1.34125
H 4.64248 0.84411 2.82239
H 0.04673 1.55805 2.89037
```

Properties
- 2S+1: 5
- Total energy: -2383.22113 a.u.
- HOMO level (alpha / beta): -0.270 / -0.272 Eh
- Energy above the lowest of the compared OMol25 structures with the same formula, charge and spin: 0.0 kJ/mol
- Expectation value of S²: 6.23

Record 4
Formula: C10H23N3O2
Source: the OMol25 dataset
Level of theory: the ωB97M-V functional and the def2-TZVPD basis

XYZ file:
```
38
Properties=species:S:1:pos:R:3
C 3.93168 -0.96109 1.30686
O 3.75470 -1.22053 -0.09917
C 2.43912 -1.02068 -0.55008
C 2.14284 0.54870 -0.52012
O 3.00179 1.31777 -0.18417
N 0.90649 0.95594 -0.90341
C 0.54843 2.36433 -1.03697
C -0.90212 2.68778 -0.81025
C -1.39015 2.58756 0.65504
C -1.21776 1.30730 1.38672
N -1.88276 0.17155 0.63090
C -1.59313 -1.11273 1.17446
C -2.22668 -2.23766 0.44798
C -2.17141 -1.98927 -1.08128
N -0.76539 -1.80252 -1.53424
H 5.10911 -0.98603 1.45008
H 3.51481 0.05760 1.74090
H 3.46722 -1.96815 1.89910
H 1.68267 -1.49587 0.14937
H 2.25194 -1.33881 -1.59588
H 0.31181 0.23376 -1.23123
H 1.12368 2.89214 -0.31493
H 0.86361 2.67219 -2.02838
H -1.44763 2.03631 -1.50669
H -1.13978 3.71239 -1.19273
H -2.48435 2.88087 0.63568
H -0.93938 3.40537 1.27699
H -0.11215 1.07153 1.63090
H -1.71817 1.33880 2.34844
H -1.57554 0.21385 -0.32747
H -0.51442 -1.34894 1.21157
H -1.86421 -1.01174 2.29348
H -1.70054 -3.18587 0.65293
H -3.22411 -2.38270 0.75626
H -2.73575 -1.04562 -1.29383
H -2.57523 -2.80381 -1.63812
H -0.22785 -2.64258 -1.21511
H -0.64139 -1.90113 -2.58360
```

Properties
- Total energy: -709.51455 a.u.
- HOMO level: -0.326 Eh
- Energy above the lowest of the compared OMol25 structures with the same formula, charge and spin: 0.0 kJ/mol

Record 5
Formula: C10H23N3O4P
Source: the OMol25 dataset
Level of theory: the ωB97M-V functional and the def2-TZVPD basis

XYZ file:
```
41
Properties=species:S:1:pos:R:3
C 0.01468 -0.68064 0.58229
P 0.19571 -2.51936 0.88490
C -1.51005 -3.04533 0.35110
N 1.31175 -3.13395 -0.13071
C 1.01078 -3.27799 -1.55376
C 2.01599 -4.29274 -2.04744
O 1.80380 -5.29770 -2.67481
O 3.26500 -3.95554 -1.63772
H -0.25610 -0.38620 -0.43679
H 0.97360 -0.22157 0.84194
H -0.75456 -0.30036 1.26081
H -1.42098 -4.06382 -0.03947
H -2.14230 -3.08886 1.24290
H -1.99485 -2.42348 -0.40931
H 1.17211 -2.34659 -2.12842
H 0.01013 -3.65673 -1.79860
H 3.09330 -3.63733 -0.71754
C -0.25378 0.94704 -4.17607
C -0.97794 0.61601 -2.89056
O -1.45120 -0.48455 -2.67308
N -1.05966 1.59751 -1.95080
C -0.55997 2.95301 -1.99080
H -0.26651 0.05924 -4.80117
H -0.74303 1.76751 -4.70369
H 0.78089 1.22836 -3.97668
H -1.51776 1.29305 -1.10516
H 0.16786 3.10828 -1.19203
H -1.37499 3.66569 -1.84806
H -0.08550 3.16224 -2.94567
C 1.40400 2.87888 3.64115
C 0.13806 3.03448 2.82846
O 0.03566 3.89832 1.96729
N -0.87274 2.17301 3.09832
C -0.90141 1.10515 4.08017
H 2.10866 3.63446 3.30700
H 1.20823 3.01637 4.70538
H 1.84011 1.89058 3.49206
H -1.68767 2.30986 2.52140
H -1.05265 0.13871 3.60314
H -1.70607 1.26661 4.80094
H 0.03943 1.06838 4.61907
```

Properties
- Total charge: -1
- Total energy: -1201.47382 a.u.
- HOMO level: -0.112 Eh

Record 6
Formula: C10H23O3P
Source: the OMol25 dataset
Level of theory: the ωB97M-V functional and the def2-TZVPD basis

XYZ file:
```
37
Properties=species:S:1:pos:R:3
C -0.81350 1.74283 2.66953
C -2.14378 1.55070 1.89623
C -2.67240 0.10681 1.98839
C -2.08674 2.11522 0.46097
C -1.62767 1.18882 -0.66851
C -1.72336 1.93643 -2.01849
C -0.24888 0.55379 -0.43965
O -0.34835 -0.87626 -0.25745
P -0.07506 -1.78783 -1.58177
O 1.11600 -2.81723 -1.05946
C 2.04359 -2.42057 -0.05928
C 3.15748 -1.53192 -0.63096
C 4.31368 -2.33030 -1.26217
O 2.61164 -0.57840 -1.52737
H -0.41057 0.80087 3.03729
H -0.05837 2.24913 2.06906
H -0.97466 2.38127 3.53970
H -2.87804 2.16689 2.41875
H -2.40852 -0.50577 1.13085
H -3.75180 0.09121 2.13950
H -2.24202 -0.38524 2.86276
H -1.41580 2.98189 0.47577
H -3.06547 2.51583 0.18444
H -2.33040 0.35574 -0.72784
H -2.60394 1.61581 -2.57637
H -1.81655 3.01309 -1.87594
H -0.86260 1.74246 -2.65620
H 0.25609 0.94187 0.44053
H 0.40460 0.73711 -1.29462
H -1.12272 -2.72191 -1.33050
H 1.55568 -1.92849 0.77974
H 2.48545 -3.34095 0.32575
H 3.55393 -0.94890 0.20111
H 5.27000 -2.04910 -0.82968
H 4.34988 -2.13076 -2.33360
H 4.17095 -3.40439 -1.14951
H 2.39226 -1.02973 -2.34101
```

Properties
- Total energy: -961.87479 a.u.
- HOMO level: -0.315 Eh
- Energy above the lowest of the compared OMol25 structures with the same formula, charge and spin: 35.8 kJ/mol